9 unconnected molecules or ions with the total composition C32H76O26P4 in a non-equilibrium geometry. Source: OMol25; level of theory: the ωB97M-V functional and the def2-TZVPD basis.

relative energy (zero: lowest compared OMol25 entry of this formula, charge and spin) = 152.0 kcal per mole
electronic energy = -4586.73490 Ha
SMILES = COP(=O)(OC)OC.COP(=O)(OC)OC.COP(=O)(OC)OC.COP(=O)(OC)OC.CCOC(C)=O.CCOC(C)=O.CCOC(C)=O.CCOC(C)=O.CCOC(C)=O
HOMO-LUMO gap = 0.37938 Eh

Atoms and positions in Å:
1 C 2.3252 -4.2900 0.5382
2 O 3.4951 -4.0698 1.2960
3 P 3.7289 -2.6326 1.8506
4 O 2.6699 -1.5302 1.7030
5 O 4.2972 -2.7715 3.3811
6 C 5.1182 -3.8488 3.6717
7 O 5.1035 -2.3766 0.9973
8 C 5.3450 -1.3988 0.0608
9 H 1.6256 -4.9631 1.0337
10 H 2.5099 -4.6768 -0.4640
11 H 1.6813 -3.4240 0.3851
12 H 5.6566 -4.3310 2.8559
13 H 4.6885 -4.7189 4.1681
14 H 5.9613 -3.4806 4.2562
15 H 6.3668 -1.0200 0.0345
16 H 4.7017 -0.5201 0.0145
17 H 5.3579 -1.8744 -0.9199
18 C -2.2740 -3.5651 0.0657
19 O -2.6666 -4.8333 -0.3131
20 P -2.9130 -6.0622 0.7398
21 O -4.1321 -5.8248 1.6427
22 O -1.4938 -6.2353 1.5461
23 C -1.5808 -6.3161 2.9430
24 O -2.9171 -7.4528 -0.1626
25 C -2.7418 -8.7163 0.4638
26 H -2.2211 -3.5387 1.1541
27 H -3.0802 -2.8975 -0.2383
28 H -1.4141 -3.2470 -0.5238
29 H -1.8951 -7.2955 3.3039
30 H -2.1232 -5.4209 3.2472
31 H -0.5625 -6.3206 3.3319
32 H -3.6537 -9.2872 0.6387
33 H -2.2131 -8.8435 1.4085
34 H -2.0677 -9.1791 -0.2570
35 C -1.8040 2.9694 -0.1643
36 O -2.2943 3.7751 0.8072
37 P -3.0917 5.1930 0.5249
38 O -2.9944 5.8087 -0.8025
39 O -2.4631 6.0941 1.7697
40 C -1.4794 7.0113 1.4968
41 O -4.4890 4.7943 1.1708
42 C -5.4485 5.8341 1.3727
43 H -0.9302 2.5241 0.3114
44 H -1.5255 3.4907 -1.0801
45 H -2.4166 2.1113 -0.4410
46 H -0.6903 6.4689 0.9760
47 H -0.9836 7.3196 2.4173
48 H -1.7333 7.8060 0.7953
49 H -5.9047 5.6246 2.3402
50 H -6.1053 5.9117 0.5063
51 H -5.1119 6.8690 1.4351
52 C -2.7451 -5.4519 -4.0631
53 O -2.1593 -5.2446 -2.8491
54 P -0.5032 -5.3235 -2.6889
55 O 0.0074 -5.0817 -1.3137
56 O -0.0265 -6.7125 -3.4682
57 C 1.3879 -7.1048 -3.2632
58 O 0.0017 -4.2180 -3.7877
59 C 1.2409 -3.5152 -3.5921
60 H -2.2840 -4.7785 -4.7856
61 H -3.8283 -5.3642 -3.9793
62 H -2.5870 -6.4859 -4.3697
63 H 1.3062 -8.1772 -3.4400
64 H 1.9018 -6.8242 -2.3438
65 H 1.8617 -6.6930 -4.1543
66 H 1.1851 -2.4543 -3.3481
67 H 1.8722 -3.7914 -4.4366
68 H 1.8178 -3.8201 -2.7189
69 C 2.9000 9.4473 -0.0782
70 C 2.4688 7.9580 -0.2279
71 O 2.9162 7.2866 0.9946
72 C 2.4764 6.1100 1.3280
73 C 2.8899 5.8189 2.7354
74 O 1.8895 5.2816 0.6504
75 H 3.9620 9.6735 -0.1734
76 H 2.8428 9.8963 0.9134
77 H 2.2809 10.0014 -0.7837
78 H 1.3937 7.8472 -0.3694
79 H 3.0266 7.4065 -0.9847
80 H 3.8593 5.3228 2.6894
81 H 2.1782 5.1637 3.2377
82 H 2.9355 6.7929 3.2228
83 C -4.6613 -1.8649 3.7284
84 C -3.4350 -2.4654 4.4264
85 O -2.3923 -2.0702 3.6247
86 C -1.0751 -2.0319 4.0897
87 C -0.1242 -1.5094 3.1052
88 O -0.7493 -2.5113 5.1514
89 H -4.4737 -0.7917 3.6938
90 H -5.5877 -2.1546 4.2245
91 H -4.8323 -2.2327 2.7167
92 H -3.4185 -2.0578 5.4371
93 H -3.4471 -3.5533 4.4936
94 H 0.4263 -2.3792 2.7467
95 H 0.6027 -0.9253 3.6695
96 H -0.4848 -1.1047 2.1595
97 C -0.1921 -1.0039 -1.3313
98 C 0.8759 -0.2112 -0.5197
99 O 0.8882 1.1984 -0.7747
100 C 1.6202 1.6078 -1.8305
101 C 1.9239 3.0658 -1.7380
102 O 2.2246 1.0151 -2.7625
103 H -0.1400 -0.6466 -2.3597
104 H -1.2494 -0.8722 -1.1011
105 H 0.0569 -2.0621 -1.2521
106 H 0.5041 -0.3585 0.4942
107 H 1.7787 -0.7963 -0.6955
108 H 2.4475 3.4498 -2.6136
109 H 2.5583 3.2072 -0.8629
110 H 1.1528 3.8348 -1.6917
111 C -0.5286 3.9847 -8.9016
112 C -1.3378 3.0370 -8.0068
113 O -0.7381 3.0739 -6.7008
114 C -1.2901 2.3991 -5.8059
115 C -0.4600 2.4741 -4.5910
116 O -2.4336 1.8594 -5.9183
117 H -0.9242 4.0741 -9.9134
118 H 0.3860 3.4566 -9.1713
119 H -0.2990 4.9113 -8.3755
120 H -2.3956 3.2998 -8.0216
121 H -1.3656 2.0264 -8.4142
122 H 0.1532 1.5738 -4.6309
123 H -0.9165 2.0761 -3.6847
124 H 0.2788 3.2734 -4.5345
125 C 2.8229 2.2318 2.2174
126 C 1.3525 1.9021 2.4854
127 O 1.0111 2.1060 3.8258
128 C -0.2359 1.8419 4.2315
129 C -0.4748 2.3711 5.6375
130 O -1.0445 1.2350 3.6120
131 H 3.1437 3.1838 2.6403
132 H 3.0454 2.1947 1.1510
133 H 3.3249 1.3320 2.5731
134 H 0.7356 2.4493 1.7727
135 H 1.2478 0.8183 2.4341
136 H -0.2485 1.5829 6.3556
137 H -1.5118 2.7000 5.7041
138 H 0.2191 3.1472 5.9605

Force components x, y, z for each atom (eV/Å):
-2.2 -0.6 -0.8
-0.8 -0.5 0.5
0.6 4.1 0.0
2.6 -3.1 0.4
-1.9 0.3 -2.4
2.5 -1.6 0.5
-0.9 -0.3 2.2
0.8 0.9 -2.4
0.4 -0.4 0.2
0.6 -0.1 0.2
0.5 0.5 0.1
-0.4 0.5 -0.8
-0.8 0.5 0.3
-0.3 0.1 0.5
0.2 0.0 1.1
-0.4 -0.3 0.5
-0.7 -0.1 -0.3
-0.7 1.3 0.4
-0.7 -4.5 0.4
-1.5 0.6 1.0
3.2 -0.8 -2.1
-1.2 0.0 -1.9
1.0 0.2 0.9
-0.4 2.9 1.2
0.9 -1.1 -0.5
0.7 0.6 0.0
-0.2 0.2 0.2
0.3 -0.4 0.7
-1.1 0.2 -0.1
-0.2 -0.6 0.9
0.2 0.7 -0.1
-0.3 0.4 -0.6
0.2 1.2 0.2
-0.4 -0.7 0.1
1.8 -1.9 -1.3
-2.5 3.6 1.0
1.7 -1.2 2.5
-0.2 -0.3 0.5
-2.7 -1.5 -0.9
2.5 -0.1 -1.0
0.7 0.8 -0.6
-0.6 0.6 0.0
0.3 -0.1 -0.5
0.1 0.1 0.0
-0.6 0.2 0.1
0.5 0.0 -0.2
-0.6 0.4 0.1
-0.5 0.3 0.5
-0.5 -0.1 -0.4
-0.5 -0.7 0.3
1.1 -0.2 0.2
-0.5 -0.9 -2.1
4.1 0.0 2.6
-0.7 0.2 -1.2
-0.4 -0.5 -1.6
-0.4 1.7 2.5
-1.2 -0.3 -1.9
-0.4 -0.1 1.4
1.0 -0.6 0.4
-0.5 0.0 -0.4
0.1 0.5 0.1
0.1 -0.1 -0.3
0.5 0.0 0.5
-0.6 0.1 0.1
0.6 0.1 0.3
-0.8 0.1 -1.0
-0.1 0.7 -0.2
-0.3 -0.8 0.3
0.0 -0.5 -0.1
1.5 0.2 1.0
-0.5 1.8 -0.6
-0.5 -2.6 0.4
-0.2 0.3 0.3
0.1 1.3 -0.3
0.1 -0.6 -1.1
-1.2 -0.5 0.3
0.4 0.4 0.1
0.1 -0.1 0.1
-0.3 0.5 -0.6
0.1 0.2 0.3
0.0 0.0 -0.2
0.4 -0.3 0.4
-0.1 -0.7 0.1
-1.9 -0.4 0.3
3.4 1.1 -0.7
-2.2 -1.3 0.5
0.9 -0.6 -0.7
-0.4 0.6 -0.4
-0.5 0.0 0.0
0.0 0.4 0.4
0.6 0.0 -0.1
0.5 0.0 0.1
-0.2 -0.1 0.1
0.3 -0.3 0.3
-0.1 0.2 -0.5
-0.4 0.6 0.7
0.3 1.1 -0.8
-2.5 -1.9 0.1
1.1 -1.1 -1.2
2.3 0.7 -2.5
0.1 1.6 -0.2
-2.6 -0.3 3.2
0.3 -0.5 -0.4
0.1 0.2 0.7
0.0 0.0 -0.2
0.9 0.6 0.2
0.5 1.1 0.2
0.4 -0.8 -0.1
-0.1 0.1 0.1
-0.7 -0.6 0.7
0.5 -1.4 0.0
-0.4 0.6 -1.4
1.4 1.8 -4.2
-5.5 -2.2 3.0
0.9 -2.3 1.1
3.6 1.1 0.3
-0.8 0.6 0.3
0.6 0.2 0.6
-0.2 0.1 -0.4
0.1 0.3 0.7
0.5 -0.2 0.3
0.8 -0.2 -0.8
-0.8 1.3 0.3
-0.6 0.2 0.2
-0.4 -1.1 0.2
0.6 -1.1 -1.2
0.2 1.7 1.2
0.8 0.8 1.5
0.4 -0.1 0.0
-0.9 -0.5 -1.0
0.1 -0.4 0.1
-0.4 0.4 -0.1
0.8 0.5 0.6
-0.5 -0.1 0.3
-0.2 0.0 -1.3
-0.5 -0.4 -0.1
0.1 -0.1 0.2
-0.1 0.3 -0.5